[1]
DFT (wB97M-V/def2-TZVPD) results for C3HBrI2O as an isolated structure in a non-equilibrium geometry.

Calculated values
charge	0
frontier orbital gap	8.3	eV

Atoms and positions in Å:
C -0.10996 -0.72181 0.42473
C -1.23914 -1.12503 -0.47098
C -1.71263 -0.33679 -1.57671
O 0.41539 -1.40189 1.26686
Br -3.15302 -1.01472 -2.53386
I -1.94660 -3.05300 -0.02711
I -1.09452 1.60743 -2.04998
H 0.34955 0.34654 0.14399

=====

[2]
DFT (wB97M-V/def2-TZVPD) results for an isolated molecule of C3HBrO2S in a non-equilibrium geometry.

Calculated values
charge	0
frontier orbital gap (spin up / spin down)	7.2 / 7.2	eV

Atoms and positions in Å:
C -1.47060 -0.06749 -0.28555
C 0.28378 -0.60712 1.25974
C 0.59960 0.87912 -1.02130
O 1.24964 1.54056 -1.76024
O -0.54269 0.33424 -1.13463
S 1.44430 0.37166 0.66521
Br 0.29907 -1.41448 2.89749
H -1.86311 -1.03649 -0.62072

=====

[3]
DFT (wB97M-V/def2-TZVPD) results for a 2-piece molecular cluster, C3HCl2F3 overall in a non-equilibrium geometry.

Calculated values
charge	0
frontier orbital gap (spin up / spin down)	9.2 / 7.7	eV

Atoms and positions in Å:
C 1.14052 1.75711 -1.14848
C 0.37484 2.72188 -0.72475
C 0.64365 -0.65496 -0.04764
F 0.28534 3.98039 -1.19860
F -0.43635 2.59882 0.32478
F 1.36692 -0.56496 1.06009
Cl 2.16714 1.52064 -2.42092
Cl 1.28797 -1.59108 -1.27511
H -0.41939 -0.56657 0.10387

=====

[4]
DFT (wB97M-V/def2-TZVPD) results for an isolated molecule of C3HCl2F3 in a non-equilibrium geometry.

Calculated values
charge	0
frontier orbital gap	11.1	eV
SMILES string	FC1[C@](F)(Cl)[C@@]1(F)Cl

Atoms and positions in Å:
F 1.17627 1.47355 0.37100
C 0.83839 0.15673 0.27191
C -0.14575 -0.13636 -0.80513
F -0.25390 -1.26219 -1.59861
Cl -0.44016 1.34585 -1.80482
C -0.60681 -0.16966 0.65420
F -1.26481 0.88419 1.13634
Cl -1.12826 -1.81954 1.09942
H 1.82502 -0.47257 0.67571

=====

Repeat the first record exactly.
DFT (wB97M-V/def2-TZVPD) results for C3HBrI2O as an isolated structure in a non-equilibrium geometry.

Calculated values
charge	0
frontier orbital gap	8.3	eV

Atoms and positions in Å:
C -0.10996 -0.72181 0.42473
C -1.23914 -1.12503 -0.47098
C -1.71263 -0.33679 -1.57671
O 0.41539 -1.40189 1.26686
Br -3.15302 -1.01472 -2.53386
I -1.94660 -3.05300 -0.02711
I -1.09452 1.60743 -2.04998
H 0.34955 0.34654 0.14399

=====

Question: charge of number 1 (C3HBrI2O)?
Answer: 0

=====

Question: charge of number 2 (C3HBrO2S)?
Answer: 0